(1)
The following is a quantum chemistry calculation of a cluster of 12 separate species, C55H116F18N6O22S6 in total at a distorted geometry, from the Open Molecules 2025 dataset.

Each line ends with the Mulliken charge.
Atoms and positions in Å:
S (3.9694, -11.5496, 2.2201)  0.9135
S (9.4740, -9.4808, 5.6119)  1.0320
S (12.3212, -2.7848, 4.2062)  1.2220
S (1.4850, -7.1021, 2.0578)  1.1521
S (2.1896, 0.2545, 2.5067)  1.1534
S (7.0615, -1.4883, -1.7294)  0.9033
F (5.0830, -10.7795, 4.6638)  -0.1431
F (10.9989, -9.6534, 3.2662)  -0.2510
F (4.7862, -12.9968, 4.2545)  -0.2175
F (-1.0003, -6.4443, 3.1016)  -0.2461
F (3.1944, 1.1353, 4.9748)  -0.2421
F (9.9195, -3.2172, 5.0931)  -0.2228
F (6.9921, -2.1886, 0.8050)  -0.1016
F (9.0606, -10.6640, 3.0980)  -0.1382
F (11.0600, -5.0298, 4.3125)  -0.2198
F (4.5730, 0.0593, 3.5714)  -0.2205
F (3.0603, -11.7857, 4.6902)  -0.2134
F (6.3925, -3.8674, -0.5462)  0.2286
F (10.0369, -3.5853, 2.9579)  -0.1127
F (3.9026, 2.1034, 3.0933)  -0.2028
F (8.5661, -3.2141, -0.2729)  -0.2166
F (10.6926, -11.5316, 4.2035)  -0.2820
F (-0.4968, -5.5746, 1.1613)  -0.1598
F (0.3812, -4.7158, 2.9521)  -0.1761
O (3.0839, -12.6065, 1.7510)  -0.6759
O (8.6422, -8.3113, 5.2006)  -0.4633
O (0.9521, 0.8395, 2.9828)  -0.7195
O (8.7294, -10.4780, 6.3042)  -0.6496
O (7.9169, 3.7934, 3.1556)  -0.1985
O (8.0354, -0.3541, -1.4116)  -0.5666
O (-1.4986, -5.6820, -3.2713)  -0.2550
O (13.2133, -3.5605, 5.0789)  -0.6973
O (2.8092, -3.1691, -1.3199)  -0.7647
O (2.7183, 0.6666, 1.1805)  -0.6868
O (7.5229, -2.2639, -2.8662)  -0.6287
O (12.8535, -2.7109, 2.8691)  -0.7192
O (2.0115, -7.4779, 3.3852)  -0.6439
O (1.0007, -8.2548, 1.2718)  -0.6846
O (5.3239, -11.6845, 1.6922)  -0.6876
O (5.6032, -1.1822, -1.7058)  -0.5822
O (2.4957, -6.3023, 1.3364)  -0.5774
O (6.0466, -5.4089, -4.7119)  1.3817
O (10.7972, -9.1847, 6.1881)  -0.6903
O (11.9917, -1.4593, 4.6507)  -0.7341
O (2.2263, -1.2239, 2.6832)  -0.5546
O (3.3765, -10.2168, 1.9925)  -0.4825
N (8.7353, -12.4275, -1.4960)  0.3922
N (6.1368, -7.3636, 2.5780)  1.8530
N (1.4476, -3.3790, 6.4256)  0.9049
N (1.4056, -4.7559, -2.9751)  0.9157
N (6.3510, -3.0565, -6.3713)  1.4341
N (9.8978, 1.7845, 2.2200)  0.3141
C (9.1091, -13.8247, -1.9952)  -1.0682
C (0.3304, -2.9243, 5.4147)  -0.2005
C (10.0830, -10.3634, 3.9124)  0.4688
C (9.4914, -12.1928, -0.1999)  0.4335
C (11.2137, 0.8646, 2.1236)  -1.1987
C (2.9834, -4.7578, -3.0254)  -0.5794
C (9.9354, 2.3477, 3.6997)  -0.5747
C (3.3951, -4.3879, -1.6587)  0.9667
C (10.9684, -12.1146, -0.4407)  -1.1105
C (7.4630, -11.4342, -3.3256)  -0.3434
C (9.0527, 3.6218, 4.0210)  -0.9763
C (5.4686, -7.1061, 1.1869)  -0.1944
C (11.5913, -11.3383, 0.7552)  -0.0393
C (5.8859, -4.8100, 3.3836)  1.5931
C (6.2601, -5.5963, -6.1223)  -2.3775
C (5.7933, -2.4679, 4.3795)  -1.2570
C (5.0144, -7.7301, 3.6060)  -0.1490
C (8.7956, -11.3619, -2.6479)  -0.5504
C (8.6779, 0.9071, 1.7835)  -0.3637
C (3.6094, -4.7453, 6.6852)  -1.2259
C (7.2777, -2.8732, -0.2994)  0.0487
C (7.2054, -12.3815, -1.1383)  -0.1815
C (1.8999, -2.0079, 6.9798)  -0.5753
C (0.7967, -4.2999, 7.4886)  -1.1301
C (2.6536, -4.0492, 5.7084)  -0.1389
C (13.1458, -11.5692, 0.7649)  -1.4179
C (7.7938, -2.9865, -5.8483)  -0.4001
C (-0.0390, -5.8684, 2.3718)  0.4542
C (6.4634, -12.2067, -2.4728)  -0.7069
C (0.6577, -1.1005, 7.0050)  -0.8722
C (-2.8643, -5.4056, -3.2568)  -0.7591
C (4.2571, -11.7911, 4.1585)  0.5190
C (8.8655, -3.1799, -6.9376)  -1.4785
C (3.4218, -6.1736, 7.1493)  0.1051
C (5.4417, -2.5416, -5.1796)  -0.8625
C (6.8467, -6.0627, 3.1202)  -1.9820
C (6.6857, -3.6389, 3.9501)  -0.4977
C (10.1821, 2.9764, 1.1889)  -0.1857
C (5.7760, -4.3676, -6.9430)  -0.9663
C (6.4093, -7.6027, 0.1692)  -0.9319
C (4.4362, -2.1143, -8.0990)  -1.6331
C (6.4440, -6.5367, -3.9466)  -0.7029
C (5.9429, -2.0240, -7.4607)  -0.5286
C (2.9409, -2.9332, 0.1227)  0.1077
C (8.3156, -0.2285, 2.8302)  -0.8444
C (-0.8028, -5.5244, -1.9621)  -1.0379
C (6.9513, 4.7598, 3.5927)  -0.8428
C (4.4355, -6.4385, 8.3106)  -1.5999
C (7.0675, -8.8804, 0.8394)  0.6563
C (10.0622, 2.6040, -0.3077)  -1.3054
C (0.6805, -5.8358, -2.1367)  -0.2012
C (7.1498, -8.4770, 2.3408)  -0.9551
C (-0.2888, -1.6201, 5.9226)  -0.8011
C (3.5396, 0.9652, 3.6395)  0.5187
C (10.6564, -3.7389, 4.0889)  0.5081
H (11.0026, 0.3074, 1.2108)  0.5031
H (-0.3584, -0.9090, 5.0995)  0.3527
H (2.4416, -1.5619, 6.1457)  0.1599
H (5.9169, -7.4714, -4.1377)  0.3912
H (8.5857, -2.6364, -7.8401)  0.2687
H (4.7572, -8.7726, 3.4183)  -0.7211
H (7.9622, 1.7270, 1.7248)  0.3511
H (11.4357, -13.0773, -0.6478)  0.5595
H (7.5178, -11.7853, -4.3560)  0.3714
H (8.9269, 0.5299, 0.7916)  0.3998
H (11.2962, -10.2894, 0.7256)  0.4251
H (7.2278, -6.2860, 4.1167)  0.6881
H (2.2002, -4.7362, 4.9938)  0.2003
H (4.2756, -1.3048, -8.8112)  0.5313
H (3.2404, -3.3394, 5.1254)  -0.2381
H (5.5234, -11.6824, -2.3001)  0.5235
H (6.1227, -4.5076, -7.9669)  0.7761
H (7.4013, 5.7067, 3.2946)  0.3035
H (4.1725, -7.1036, 3.3112)  0.1531
H (6.1916, -1.0605, -7.0158)  0.4166
H (6.9821, -13.3737, -0.7460)  0.4395
H (8.9207, -4.2407, -7.1821)  0.3404
H (13.6863, -10.7769, 0.2470)  0.3278
H (0.2950, -1.1655, 8.0308)  0.3469
H (6.3745, -9.7202, 0.7886)  -0.4512
H (8.7677, 3.5372, 5.0697)  0.5641
H (-1.0650, -4.5646, -1.5169)  0.4675
H (0.5170, -5.2117, 6.9608)  0.3345
H (0.9115, -2.7930, 4.5018)  0.0828
H (6.2393, -13.1388, -2.9916)  0.3275
H (6.6636, -2.1095, -8.2740)  0.2902
H (2.3860, -6.2239, 7.4852)  0.4265
H (5.7014, -1.5062, -4.9591)  0.4888
H (11.0998, 3.5206, 1.4120)  0.5075
H (9.1349, 2.4815, -0.8673)  0.3349
H (9.1945, -11.1914, 0.1118)  -0.7686
H (6.8255, 4.8307, 4.6731)  0.3270
H (13.4039, -11.4832, 1.8204)  0.3846
H (4.3371, -7.4453, 8.7166)  0.4433
H (7.0061, -11.6348, -0.3697)  -0.0259
H (8.0721, 0.0793, 3.8471)  0.5211
H (4.0135, -2.9621, 0.3143)  -0.1350
H (1.1831, -6.0139, -1.1860)  0.1343
H (1.2750, -3.8174, -2.6252)  0.5007
H (5.1989, -2.2384, 3.4952)  0.2312
H (7.5281, -6.6424, -3.9874)  0.4257
H (7.6638, -5.7700, 2.4608)  0.3036
H (0.9895, -4.7475, -3.8953)  0.4304
H (-3.0175, -4.5320, -2.6232)  0.3123
H (7.8957, -1.9952, -5.4066)  0.4619
H (7.1585, -10.3909, -3.4088)  -0.0576
H (5.1706, -6.0577, 1.1714)  -0.0634
H (9.7984, -2.7628, -6.5582)  0.4202
H (12.1276, 1.4392, 1.9728)  0.3442
H (5.7367, -6.5168, -6.3804)  0.8647
H (3.5458, -6.8754, 6.3245)  0.1571
H (5.1694, -2.6937, 5.2443)  0.2488
H (7.2948, -5.8569, -6.3453)  0.1868
H (8.9475, -1.1140, 2.7614)  0.2209
H (-0.3236, -3.7836, 5.2667)  0.3639
H (8.9332, -14.4601, -1.1272)  0.3910
H (3.2736, -5.7992, -3.1648)  -0.3214
H (5.5315, -4.4191, 2.4299)  -0.4751
H (4.1670, -2.9284, -8.7720)  0.3593
H (0.8950, -6.6513, -2.8274)  0.1790
H (11.2141, -11.7730, 1.6809)  0.0786
H (5.0182, -5.0465, 3.9996)  -0.4322
H (5.9300, -7.7428, -0.7997)  0.5679
H (9.4762, 1.5321, 4.2584)  0.2986
H (6.1815, -6.4484, -2.8923)  -0.1599
H (10.6089, 3.3994, -0.8144)  0.4041
H (4.4809, -4.3463, -1.7456)  0.0200
H (5.9414, 4.5322, 3.2517)  0.2426
H (-1.2604, -6.2416, -1.2807)  0.4873
H (2.6637, -1.9273, 0.4382)  0.0209
H (0.9180, -0.0422, 6.9895)  0.5298
H (7.8820, -3.6553, -4.9921)  0.2270
H (-1.3108, -1.6321, 6.3016)  0.3052
H (11.3201, 0.1878, 2.9714)  0.4315
H (-3.1138, -5.1691, -4.2912)  0.2378
H (2.3875, -3.6276, 0.7549)  0.0591
H (10.9538, 2.5972, 3.9973)  0.5018
H (-3.5947, -6.1599, -2.9642)  0.2671
H (9.3493, 3.6423, 1.4149)  0.1999
H (8.1676, -8.1458, 2.5469)  0.1458
H (8.0685, -9.1323, 0.4892)  0.2604
H (5.4646, -6.4174, 7.9522)  0.3491
H (6.9338, -9.3199, 2.9973)  0.3161
H (9.7483, 4.4608, 4.0353)  0.4126
H (4.5469, -7.6871, 1.1554)  0.0723
H (4.3551, -2.5449, -5.2652)  -0.1040
H (11.2239, -11.6484, -1.3923)  0.3412
H (7.1612, -6.8164, 0.1029)  0.2081
H (4.6889, -4.4090, -6.8761)  -0.1230
H (3.1754, -5.2015, -0.9674)  -0.3653
H (3.6875, -2.0324, -7.3110)  0.3745
H (13.4816, -12.5435, 0.4098)  0.3672
H (3.7198, -4.1007, 7.5572)  0.4894
H (8.8993, -10.4034, -2.1395)  0.3235
H (5.2266, -7.4734, 4.6439)  0.3063
H (4.3152, -5.7947, 9.1819)  0.3635
H (10.6648, 1.7018, -0.4131)  0.3456
H (8.3633, -14.2628, -2.6585)  0.4071
H (10.0795, -13.8556, -2.4907)  0.2965
H (7.3690, -3.3723, 3.1437)  -0.0812
H (9.6009, -11.6097, -3.3394)  0.4623
H (9.1106, -12.8329, 0.5960)  0.5729
H (-0.0164, -3.7803, 7.9955)  0.4205
H (4.6486, -4.5107, 6.4546)  0.5681
H (3.4333, -3.9636, -3.6213)  -0.5792
H (6.5577, -1.7342, 4.6353)  0.4444
H (2.5517, -2.0233, 7.8532)  0.5551
H (7.2824, -4.0034, 4.7863)  0.8083
H (1.5889, -4.3908, 8.2317)  0.3657
H (5.7901, -3.1697, -4.3597)  0.3859
H (7.3972, -0.6682, 2.4412)  -0.0088

Computed properties:
Highest occupied orbital energy (alpha / beta) in eV: -1.08 / -5.97
Charge: -1
⟨S²⟩: 0.75
2S+1: 2

=====

(2)
The following is a quantum chemistry calculation of the molecule C5H8O2, from the Open Molecules 2025 dataset.

Each line ends with the Mulliken charge.
Atoms and positions in Å:
O (-0.2389, 0.2244, -0.4838)  -0.1536
O (1.5827, -1.7218, 1.3875)  -0.3993
C (-1.2825, 1.0246, -0.4845)  -0.3465
C (-1.2903, 1.7429, -1.8029)  -0.7184
C (0.2827, -1.8981, 0.8033)  -0.4157
C (0.0649, -0.3830, 0.7707)  0.1392
C (1.5483, -0.3126, 1.1222)  -0.4161
H (0.3301, -2.3639, -0.1888)  0.2516
H (-0.6348, 0.0052, 1.5115)  0.4790
H (-2.2563, 1.5946, -2.2986)  0.2890
H (-0.3837, -2.4718, 1.4563)  0.2522
H (-0.4639, 1.4983, -2.4823)  0.2326
H (2.1582, -0.0409, 0.2501)  0.2565
H (-1.2567, 2.8107, -1.5476)  0.2937
H (1.8403, 0.2914, 1.9870)  0.2557

Computed properties:
Highest occupied orbital energy in eV: -8.65

=====

(3)
The following is a quantum chemistry calculation of a cluster of 2 separate species, C4H13N2O in total at a distorted geometry, from the Open Molecules 2025 dataset.

Each line ends with the Mulliken charge.
Atoms and positions in Å:
O (0.1511, 1.3706, 2.9386)  -0.6598
N (0.1419, 1.5413, -2.4121)  -0.5998
N (-0.6198, 0.8104, 0.0735)  -0.1343
C (0.5446, -1.4156, -0.0604)  -0.4066
C (0.1489, 0.1535, -2.0438)  -0.3406
C (-0.4100, -2.0772, 0.9354)  -1.1368
C (-0.0542, -0.2768, -0.8109)  0.0156
H (1.0613, 1.7950, -2.7557)  0.2713
H (-0.0189, -2.9969, 1.3648)  0.3603
H (1.4466, -1.0072, 0.4047)  0.2624
H (0.8870, -2.1730, -0.7667)  0.3805
H (-0.6281, -1.3730, 1.7376)  0.2671
H (-0.8531, 1.5442, -0.6095)  0.4365
H (0.1208, 2.2790, 2.6065)  0.3316
H (-0.0368, 1.2030, 0.8141)  0.2602
H (-0.4996, 1.5974, -3.2033)  0.2595
H (0.6158, -0.5508, -2.7024)  0.4032
H (-1.5152, 0.5052, 0.4580)  0.3679
H (-1.3469, -2.3416, 0.4419)  0.3350
H (0.8643, 1.4124, 3.5894)  0.3268

Computed properties:
Highest occupied orbital energy in eV: -14.32
Charge: +1

=====

Please write out number 2 again, unchanged.
The following is a quantum chemistry calculation of the molecule C5H8O2, from the Open Molecules 2025 dataset.

Each line ends with the Mulliken charge.
Atoms and positions in Å:
O (-0.2389, 0.2244, -0.4838)  -0.1536
O (1.5827, -1.7218, 1.3875)  -0.3993
C (-1.2825, 1.0246, -0.4845)  -0.3465
C (-1.2903, 1.7429, -1.8029)  -0.7184
C (0.2827, -1.8981, 0.8033)  -0.4157
C (0.0649, -0.3830, 0.7707)  0.1392
C (1.5483, -0.3126, 1.1222)  -0.4161
H (0.3301, -2.3639, -0.1888)  0.2516
H (-0.6348, 0.0052, 1.5115)  0.4790
H (-2.2563, 1.5946, -2.2986)  0.2890
H (-0.3837, -2.4718, 1.4563)  0.2522
H (-0.4639, 1.4983, -2.4823)  0.2326
H (2.1582, -0.0409, 0.2501)  0.2565
H (-1.2567, 2.8107, -1.5476)  0.2937
H (1.8403, 0.2914, 1.9870)  0.2557

Computed properties:
Highest occupied orbital energy in eV: -8.65